The following is a quantum chemistry calculation of a 2-piece molecular cluster, H14Si6 overall, from the OMol25 dataset.

Output
Energy above the lowest of the compared OMol25 structures with the same formula, charge and spin ... 147.8 kJ/mol
Electronic energy ... -1745.117188 Ha
Gap between HOMO and LUMO ... 0.25368 Ha
LUMO ... -1.09 eV
Largest force on an atom ... 2.61 eV Å⁻¹

Structure (ORCA input):
```
! RIJCOSX wB97M-V def2-TZVPD def2/J DEFGRID3
* xyz 0 1
Si -2.37080 -2.10418 -0.13347
Si -2.29548 1.80712 1.03637
Si 2.41279 -2.04920 -0.02246
Si 2.05525 2.08066 -0.84601
Si -1.31146 -0.02489 -0.10389
Si 1.91438 0.19521 0.42826
H -1.59812 -3.25338 0.34638
H -3.12744 -2.35745 -1.47531
H -3.38489 -1.87917 0.83279
H -3.04707 2.86875 0.42409
H -3.31670 1.43434 2.11392
H -1.08240 2.51004 1.41441
H 2.98151 -2.89582 0.99031
H 3.24858 -2.17166 -1.13517
H 1.12479 -2.62481 -0.44279
H 2.04657 1.58403 -2.22291
H 1.49045 3.32979 -0.44483
H 3.44163 2.48427 -1.12901
H -1.36100 0.59452 -1.55561
H 2.17941 0.47183 1.92493
*
```

In the Mulliken picture, each atom carries the following charge in e:
1 Si 0.35
2 Si 0.42
3 Si 0.51
4 Si 0.38
5 Si -0.13
6 Si 0.06
7 H -0.11
8 H -0.08
9 H -0.15
10 H -0.14
11 H -0.11
12 H -0.14
13 H -0.13
14 H -0.16
15 H -0.17
16 H -0.09
17 H -0.10
18 H -0.15
19 H -0.03
20 H -0.05


The following is a quantum chemistry calculation of a 7-piece molecular cluster, H15NO6 overall, from the OMol25 dataset.

Output
Energy above the lowest of the compared OMol25 structures with the same formula, charge and spin ... 140.6 kJ/mol
Electronic energy ... -515.165931 Ha
Gap between HOMO and LUMO ... 0.41673 Ha
LUMO ... 0.52 eV
Largest force on an atom ... 4.84 eV Å⁻¹

Structure (ORCA input):
```
! RIJCOSX wB97M-V def2-TZVPD def2/J DEFGRID3
* xyz 0 1
N 2.33023 1.31793 -0.16330
H 1.57816 1.03436 -0.85528
H 3.08792 1.48879 -0.77879
H 1.93999 2.19326 0.07610
H -2.50898 -0.87016 -1.62912
H -1.35572 0.24036 -1.49406
O -1.71268 -0.45365 -2.06260
H 1.18309 -3.28271 -0.55264
H 0.39880 -2.18740 -1.54317
O 1.05278 -2.33725 -0.77644
H 0.41173 3.57631 2.97194
H -1.00570 3.04561 3.00908
O -0.30933 3.26575 2.37957
H -1.48166 1.38923 0.91921
H -0.50428 0.38009 0.76171
O -1.22693 0.75463 0.35008
H 1.79381 0.27768 1.53731
H 1.17327 -0.78128 2.47093
O 1.01151 0.02760 1.98717
H -2.48800 -3.36708 -2.62458
H -1.62838 -2.39198 -1.98641
O -1.73965 -3.32010 -1.99674
*
```

In the Mulliken picture, each atom carries the following charge in e:
1 N -0.73
2 H 0.20
3 H 0.24
4 H 0.23
5 H 0.34
6 H 0.35
7 O -0.70
8 H 0.29
9 H 0.32
10 O -0.62
11 H 0.30
12 H 0.30
13 O -0.60
14 H 0.23
15 H 0.36
16 O -0.58
17 H 0.37
18 H 0.27
19 O -0.63
20 H 0.34
21 H 0.33
22 O -0.62


The following is a quantum chemistry calculation of a 8-piece molecular cluster, H15O11S overall, from the OMol25 dataset.

Output
Energy above the lowest of the compared OMol25 structures with the same formula, charge and spin ... 36.4 kJ/mol
Electronic energy ... -1234.812210 Ha
Gap between HOMO and LUMO ... 0.23566 Ha
LUMO ... 2.13 eV
Largest force on an atom ... 5.65 eV Å⁻¹

Structure (ORCA input):
```
! RIJCOSX wB97M-V def2-TZVPD def2/J DEFGRID3
* xyz -1 1
O 7.40500 34.43000 10.19700
H 6.68200 34.61900 10.70100
H 7.34200 34.13200 9.23100
H 7.96200 35.25600 10.34100
S 6.61700 34.78400 6.56300
O 6.70100 33.86400 5.36100
O 7.78600 35.71900 6.64500
O 5.42900 35.59800 6.65300
O 6.65500 34.00000 7.77500
O 7.70800 31.51000 7.73200
H 7.31100 32.35200 8.06200
H 7.59700 31.42700 6.64200
O 8.99200 36.32300 11.57200
H 9.19600 37.24000 11.48300
H 9.80000 35.82200 11.71700
O 5.41300 36.69300 10.08400
H 5.02000 37.16500 9.32600
H 6.26000 37.13800 9.91600
O 4.90600 32.66500 8.83100
H 5.59000 33.26100 8.51300
H 4.08700 32.98500 8.97700
O 5.70100 34.19900 12.49700
H 5.96500 33.23700 12.55600
H 4.81400 33.94800 12.24600
O 7.84900 37.04200 8.80600
H 8.04000 36.75700 7.89100
H 7.66200 38.10900 8.67500
*
```

In the Mulliken picture, each atom carries the following charge in e:
1 O -0.22
2 H 0.35
3 H 0.57
4 H 0.42
5 S 1.12
6 O -0.75
7 O -0.92
8 O -0.75
9 O -0.84
10 O -0.75
11 H 0.42
12 H 0.33
13 O -0.63
14 H 0.29
15 H 0.29
16 O -0.60
17 H 0.32
18 H 0.26
19 O -0.68
20 H 0.50
21 H 0.25
22 O -0.69
23 H 0.34
24 H 0.32
25 O -0.63
26 H 0.37
27 H 0.31


The following is a quantum chemistry calculation of H15O8 as an isolated structure, from the OMol25 dataset.

Output
Energy above the lowest of the compared OMol25 structures with the same formula, charge and spin ... 2484.3 kJ/mol
Electronic energy ... -610.089424 Ha
Gap between HOMO and LUMO ... 0.33544 Ha
LUMO ... 3.76 eV
Largest force on an atom ... 13.11 eV Å⁻¹

Structure (ORCA input):
```
! RIJCOSX wB97M-V def2-TZVPD def2/J DEFGRID3
* xyz -1 1
O 0.23883 -0.12763 -0.06928
H -0.67976 -0.46030 -0.06361
O 0.08003 -1.45640 -1.48014
H 0.05685 -0.86618 -0.72692
H 0.63949 -1.01135 -2.11665
O -0.45862 1.31986 1.22425
H 0.08025 1.20986 2.00767
H -0.06561 0.73292 0.57828
O 0.99617 0.25048 -1.81977
H 0.52177 0.07441 -1.00727
H 1.86608 0.52957 -1.53409
O 0.73635 -1.24033 1.56042
H 0.31288 -0.77755 0.83742
H 1.13796 -0.54832 2.08585
O -2.04306 -0.58937 0.83265
H -1.51781 0.02398 0.31871
H -2.56676 -1.05924 0.18365
O -1.43354 0.89225 -0.80777
H -1.51135 0.61612 -1.72097
H -0.62276 0.48539 -0.50228
O 1.74590 0.82531 0.61608
H 1.09060 0.35938 0.09673
H 1.39613 0.81715 1.50704
*
```

In the Mulliken picture, each atom carries the following charge in e:
1 O -1.95
2 H 0.63
3 O -1.05
4 H 0.70
5 H 0.33
6 O -0.71
7 H 0.44
8 H 0.52
9 O -0.97
10 H 0.15
11 H 0.23
12 O -0.78
13 H 1.25
14 H 0.25
15 O -0.71
16 H 0.07
17 H 0.26
18 O -0.70
19 H 0.38
20 H 0.73
21 O -0.84
22 H 0.57
23 H 0.20


> What is the energy above the lowest of the compared OMol25 structures with the same formula, charge and spin in the first record?

147.8 kJ/mol


> Among the records above, which one has the lowest electronic energy?

H14Si6


> What is the formula in the fourth record?

H15O8